Entry from the OMol25 dataset: an isolated molecule of C7H8O3S in a non-equilibrium geometry (ωB97M-V/def2-TZVPD).

Structure (XYZ):
```
19
Properties=species:S:1:pos:R:3
C 0.04 -1.22 -0.15
C -0.54 -0.04 -0.82
C 0.20 0.53 -1.81
C -0.34 1.56 -2.62
C -1.54 2.12 -2.30
C -2.15 1.70 -1.14
C -1.71 0.60 -0.34
H 1.93 0.96 1.40
H -0.63 -2.09 -0.13
H 0.84 -1.55 -0.90
H 1.12 0.13 -2.02
H 0.24 1.98 -3.45
H -1.91 2.98 -2.93
H -3.19 2.08 -0.99
H -2.28 0.18 0.49
O 2.01 -0.02 0.90
O 1.48 -2.15 1.88
O -0.09 -0.34 2.35
S 0.81 -1.00 1.41
```

For the gap between HOMO and LUMO, the calculation gives 0.37010 hartree. The net charge is 0. Its SMILES is O=S(=O)(O)Cc1ccccc1. The energy above the lowest of the compared OMol25 structures with the same formula, charge and spin comes out at 0.992 eV. The multiplicity is 1. For the LUMO energy, the calculation gives 0.0151 Ha.

Entry from the OMol25 dataset: a 8-piece molecular cluster, C29H80N6O9 overall in a non-equilibrium geometry (ωB97M-V/def2-TZVPD).

Structure (XYZ):
```
124
Properties=species:S:1:pos:R:3
C 7.08 2.66 1.03
C 7.83 3.84 0.36
C 9.30 3.95 0.87
O 10.06 5.06 0.52
C 11.23 5.30 1.31
N 7.85 3.71 -1.12
H 6.03 2.62 0.73
H 7.01 2.92 2.08
H 7.52 1.69 0.82
H 7.18 4.69 0.58
H 9.84 3.06 0.54
H 9.23 3.84 1.95
H 11.96 4.61 0.91
H 11.00 5.09 2.36
H 11.50 6.35 1.48
H 8.33 4.53 -1.47
H 8.56 3.02 -1.34
C -6.62 8.64 0.39
C -5.36 8.17 1.04
C -4.14 7.90 0.08
O -4.49 6.92 -0.98
C -3.97 5.66 -0.77
N -4.84 9.25 1.90
H -7.55 8.50 0.95
H -6.71 8.04 -0.52
H -6.53 9.61 -0.10
H -5.59 7.32 1.68
H -3.23 7.62 0.62
H -3.90 8.79 -0.50
H -4.44 5.10 0.04
H -2.91 5.72 -0.52
H -4.15 5.03 -1.64
H -5.55 9.57 2.55
H -4.68 10.02 1.27
C -7.28 -0.82 1.50
C -7.93 0.02 2.64
C -9.10 -0.66 3.45
O -10.09 -1.31 2.65
C -11.20 -1.78 3.38
N -6.82 0.48 3.45
H -6.48 -0.30 0.98
H -8.07 -0.97 0.77
H -6.84 -1.71 1.94
H -8.33 0.93 2.18
H -9.51 0.11 4.11
H -8.59 -1.44 4.02
H -11.17 -2.82 3.71
H -12.06 -1.70 2.72
H -11.35 -1.06 4.19
H -6.86 1.40 3.87
H -6.11 0.49 2.73
C -3.52 -9.60 -1.71
C -4.53 -8.47 -1.19
C -3.94 -7.03 -1.12
O -2.89 -6.96 -0.20
C -3.34 -6.65 1.11
N -5.61 -8.52 -2.17
H -2.81 -9.67 -0.89
H -2.76 -9.17 -2.36
H -3.88 -10.61 -1.93
H -4.95 -8.60 -0.19
H -4.72 -6.29 -0.94
H -3.50 -6.74 -2.07
H -3.89 -5.72 1.24
H -2.51 -6.60 1.81
H -3.97 -7.40 1.59
H -6.35 -7.97 -1.75
H -6.04 -9.42 -2.29
C 5.81 -9.95 -7.24
C 5.52 -8.61 -6.62
C 4.35 -8.68 -5.58
O 4.38 -7.40 -4.84
C 3.14 -7.14 -4.20
N 6.89 -8.08 -6.22
H 6.70 -9.92 -7.87
H 4.92 -10.24 -7.80
H 6.11 -10.70 -6.52
H 5.18 -7.82 -7.30
H 4.48 -9.56 -4.95
H 3.35 -8.68 -5.99
H 3.26 -6.35 -3.46
H 2.91 -8.00 -3.57
H 2.29 -6.79 -4.79
H 6.76 -7.66 -5.31
H 7.31 -7.44 -6.88
C 2.24 6.46 7.71
C 2.42 5.21 6.83
C 1.33 5.05 5.77
O 0.08 4.93 6.28
C -0.96 4.88 5.28
N 3.82 5.14 6.27
H 2.27 7.48 7.31
H 2.97 6.29 8.51
H 1.28 6.40 8.23
H 2.37 4.37 7.52
H 1.61 4.15 5.23
H 1.36 5.95 5.15
H -1.86 4.77 5.87
H -0.83 4.00 4.64
H -1.30 5.67 4.61
H 4.13 6.01 5.87
H 4.38 5.15 7.11
C 4.04 -0.90 -4.32
C 3.92 0.49 -4.80
C 2.74 0.73 -5.85
O 3.66 1.46 -3.80
H 3.04 -1.30 -4.15
H 4.57 -1.08 -3.38
H 4.50 -1.53 -5.07
H 4.89 0.76 -5.23
H 1.90 0.07 -5.65
H 3.11 0.72 -6.87
H 2.45 1.77 -5.92
H 4.54 1.72 -3.53
C -0.25 -1.30 -0.03
C -0.34 0.01 -0.90
O 0.46 0.95 -0.25
O -0.93 -1.04 1.21
H 0.81 -1.53 0.08
H -0.64 -2.15 -0.58
H -1.42 0.11 -1.03
H 0.06 -0.24 -1.89
H 1.05 1.31 -0.92
H -0.69 -0.17 1.54
```

For the gap between HOMO and LUMO, the calculation gives 0.34179 hartree. The net charge is 0. Its SMILES is COC[C@H](C)N.COC[C@H](C)N.COC[C@H](C)N.COC[C@H](C)N.COC[C@H](C)N.COC[C@H](C)N.CC(C)O.OCCO. The multiplicity is 1. For the LUMO energy, the calculation gives 0.0122 Ha.

Entry from the OMol25 dataset: C7H2InO7 as an isolated structure in a non-equilibrium geometry (ωB97M-V/def2-TZVPD).

Structure (XYZ):
```
17
Properties=species:S:1:pos:R:3
In -0.34 1.66 -2.52
C 2.85 2.95 -2.16
O 2.22 2.90 -3.26
O 3.48 3.94 -1.74
O 2.46 2.05 -1.32
C -2.11 -0.42 1.26
C -1.75 -0.50 -0.12
C -0.37 -1.22 -0.44
O 0.14 -0.93 -1.53
C 0.29 -1.97 0.58
C -0.18 -1.89 1.89
C -1.39 -1.06 2.26
O -1.73 -0.89 3.45
O 0.56 -2.37 2.77
O -2.32 0.16 -1.00
H -3.01 0.13 1.49
H 1.20 -2.54 0.39
```

For the gap between HOMO and LUMO, the calculation gives 0.08861 hartree. The net charge is -1. The energy above the lowest of the compared OMol25 structures with the same formula, charge and spin comes out at 0.065 eV. The multiplicity is 1. For the LUMO energy, the calculation gives -0.0697 Ha.

Entry from the OMol25 dataset: an isolated ion of composition C17H16F4N and charge +1 in a non-equilibrium geometry (ωB97M-V/def2-TZVPD).

Structure (XYZ):
```
38
Properties=species:S:1:pos:R:3
F 2.05 3.99 -1.62
C 1.18 3.54 -0.64
C 1.06 4.28 0.54
C 0.19 3.76 1.50
F 0.04 4.45 2.70
C -0.45 2.53 1.36
C -0.22 1.74 0.20
C -0.78 0.35 0.22
C -1.41 -0.27 -1.00
C -2.66 -0.90 -0.80
C -3.25 -1.62 -1.85
F -4.40 -2.35 -1.58
C -2.69 -1.70 -3.12
C -1.49 -1.00 -3.31
F -0.88 -1.05 -4.56
C -0.83 -0.30 -2.28
C 0.51 2.32 -0.86
H 1.66 5.17 0.72
H -1.12 2.18 2.15
H -1.49 0.30 1.03
H -3.17 -0.85 0.16
H -3.11 -2.33 -3.91
H 0.13 0.17 -2.50
H 0.62 1.84 -1.84
C 2.34 -1.76 2.17
C 1.61 -2.90 1.47
C 0.42 -2.30 0.68
N 0.50 -0.77 0.81
C 1.61 -0.43 1.83
H 2.34 -1.93 3.26
H 3.39 -1.70 1.82
H 2.29 -3.41 0.76
H 1.25 -3.62 2.22
H 0.66 -2.32 -0.39
H -0.53 -2.84 0.89
H 1.02 -0.55 -0.07
H 1.40 0.17 2.74
H 2.23 0.13 1.12
```

For the gap between HOMO and LUMO, the calculation gives 0.32871 hartree. The net charge is +1. Its SMILES is Fc1cc(F)cc(C(c2cc(F)cc(F)c2)[NH+]2CCCC2)c1. The energy above the lowest of the compared OMol25 structures with the same formula, charge and spin comes out at 0.567 eV. The multiplicity is 1. For the LUMO energy, the calculation gives -0.1479 Ha.

Entry from the OMol25 dataset: an isolated molecule of C21H31N3O4 (ωB97M-V/def2-TZVPD).

Structure (XYZ):
```
59
Properties=species:S:1:pos:R:3
C 3.02 -4.32 -1.28
H 3.47 -3.73 -2.09
H 3.66 -5.16 -1.01
H 2.03 -4.67 -1.58
O 2.90 -3.51 -0.11
C 2.82 -2.19 -0.28
O 2.87 -1.63 -1.35
C 2.68 -1.48 1.05
H 2.50 -2.21 1.84
C 1.56 -0.45 0.98
C 1.61 0.50 2.17
O 2.50 0.46 2.99
N 0.59 1.39 2.26
C -0.48 1.57 1.32
H -0.46 0.81 0.55
H -1.43 1.49 1.86
C -0.36 2.98 0.68
N -1.29 3.28 -0.40
C -0.77 3.21 -1.74
C -0.57 1.76 -2.24
N -1.47 0.90 -1.51
C -1.26 -0.47 -1.50
C -1.88 -1.28 -0.55
C -1.60 -2.64 -0.46
C -0.69 -3.23 -1.32
C -0.08 -2.43 -2.29
C -0.36 -1.08 -2.38
H 0.14 -0.51 -3.14
H 0.62 -2.88 -2.97
O -0.33 -4.55 -1.32
C -0.88 -5.38 -0.33
H -1.97 -5.44 -0.41
H -0.62 -5.04 0.68
H -0.46 -6.37 -0.50
H -2.10 -3.22 0.31
H -2.57 -0.86 0.16
C -2.77 1.49 -1.29
H -3.19 1.82 -2.25
C -2.62 2.72 -0.35
H -2.87 2.46 0.68
H -3.33 3.49 -0.67
H -3.45 0.76 -0.86
H -0.73 1.72 -3.33
H 0.46 1.43 -2.03
H 0.17 3.76 -1.79
H -1.49 3.72 -2.38
C -0.48 4.01 1.81
C 0.62 3.77 2.84
C 0.55 2.33 3.36
H 1.40 2.12 4.01
H -0.38 2.18 3.92
H 0.51 4.46 3.67
H 1.59 3.94 2.38
H -0.40 5.01 1.39
H -1.47 3.93 2.27
H 0.65 3.06 0.26
H 1.67 0.12 0.05
H 0.59 -0.97 0.94
H 3.62 -0.96 1.27
```

For the gap between HOMO and LUMO, the calculation gives 0.30019 hartree. The net charge is 0. Its SMILES is COC(=O)CCC(=O)N1CCC[C@H](N2CCN(c3ccc(OC)cc3)CC2)C1. The energy above the lowest of the compared OMol25 structures with the same formula, charge and spin comes out at 2.171 eV. The multiplicity is 1. For the LUMO energy, the calculation gives 0.0257 Ha.

Entry from the OMol25 dataset: a 3-piece molecular cluster, C36H70N6O7S overall in a non-equilibrium geometry (ωB97M-V/def2-TZVPD).

Structure (XYZ):
```
120
Properties=species:S:1:pos:R:3
C -2.47 -5.59 1.37
C -2.57 -4.01 1.83
C -2.34 -4.01 3.48
C -0.70 -4.00 3.69
C -0.27 -2.48 4.12
N -0.18 -1.51 2.92
C 1.21 -0.92 3.04
C 1.58 0.16 1.82
C 0.76 1.54 2.25
C -0.41 1.98 1.19
C -1.66 0.93 1.06
C -2.89 1.79 0.30
S -4.49 1.41 1.24
C -5.22 -0.11 0.44
N -6.03 0.24 -0.81
N -6.50 -0.99 -1.25
C -6.00 -2.11 -0.33
O -5.16 -1.55 0.78
O 1.27 -0.34 0.48
C 2.45 -0.70 -0.30
O 3.44 0.36 -0.51
C 2.91 1.56 -1.14
C 3.87 2.82 -0.67
C 3.36 3.58 0.69
O 3.91 3.86 -1.74
O 1.92 -1.29 -1.58
C 2.99 -1.52 -2.55
C 2.68 -2.72 -3.65
C 3.53 -4.11 -3.32
C 1.08 -2.98 -3.92
C 0.24 -1.59 -4.30
C 0.33 -3.88 -2.76
C 3.14 -2.01 0.49
C 4.59 -1.70 1.16
C 5.27 -2.98 2.00
C 4.28 -4.32 1.95
C 2.85 -4.42 1.18
N 2.31 -3.24 0.45
H -1.45 -6.00 1.85
H -3.36 -6.18 1.87
H -2.44 -5.64 0.20
H -3.57 -3.48 1.51
H -1.62 -3.43 1.40
H -2.85 -4.96 3.98
H -2.84 -3.07 3.99
H -0.49 -4.69 4.64
H -0.10 -4.46 2.79
H -1.09 -2.09 4.88
H 0.75 -2.56 4.71
H -0.82 -0.72 3.23
H 2.01 -1.81 3.08
H 1.37 -0.32 4.05
H 2.73 0.42 2.00
H 1.56 2.41 2.47
H 0.22 1.37 3.30
H -0.05 2.22 0.11
H -0.88 2.99 1.61
H -2.13 0.60 2.09
H -1.38 0.04 0.35
H -2.72 2.96 0.43
H -2.95 1.58 -0.85
H -6.23 -3.25 -0.44
H 1.76 1.75 -1.00
H 3.08 1.47 -2.32
H 5.00 2.45 -0.51
H 3.69 2.91 1.62
H 3.83 4.65 0.86
H 2.18 3.60 0.74
H 2.97 3.94 -2.11
H 3.06 -0.52 -3.21
H 4.06 -1.69 -2.12
H 3.12 -2.32 -4.68
H 3.72 -4.21 -2.17
H 4.57 -3.97 -3.88
H 3.01 -5.04 -3.82
H 1.03 -3.64 -4.92
H -0.45 -1.31 -3.40
H -0.43 -1.77 -5.27
H 0.99 -0.71 -4.60
H -0.66 -3.36 -2.41
H 0.10 -4.95 -3.22
H 1.10 -4.07 -1.89
H 5.17 -0.68 1.14
H 6.29 -2.93 2.57
H 4.64 -5.28 2.55
H 2.25 -5.45 1.25
C -3.18 1.05 -5.81
C -1.82 1.74 -5.71
C -1.76 3.10 -6.44
O -1.65 3.00 -7.87
C -2.89 2.78 -8.53
N -0.78 0.82 -6.20
H -3.34 0.59 -6.79
H -3.26 0.25 -5.07
H -3.99 1.76 -5.63
H -1.64 1.94 -4.65
H -0.85 3.62 -6.12
H -2.60 3.75 -6.16
H -3.72 3.28 -8.04
H -3.08 1.70 -8.61
H -2.80 3.17 -9.55
H 0.13 1.25 -6.04
H -0.86 0.79 -7.22
C -1.96 3.78 5.11
C -0.58 3.56 5.71
C -0.05 4.77 6.51
O 0.42 5.85 5.70
C -0.60 6.71 5.21
N 0.35 3.17 4.64
H -1.94 4.42 4.22
H -2.40 2.83 4.80
H -2.64 4.24 5.84
H -0.66 2.72 6.41
H 0.82 4.44 7.09
H -0.79 5.13 7.24
H -1.42 6.82 5.92
H -0.97 6.34 4.26
H -0.15 7.69 5.03
H 1.25 2.93 5.06
H 0.55 4.02 4.10
```

For the gap between HOMO and LUMO, the calculation gives 0.31900 hartree. The net charge is 0. Its SMILES is CCCCCNC[C@H](CCCCSc1nnco1)O[C@](OC[C@H](C)O)(OC[C@@H](C)C(C)C)c1ccccn1.COC[C@@H](C)N.COC[C@@H](C)N. The multiplicity is 1. For the LUMO energy, the calculation gives -0.0093 Ha.